{"formula": "C18H19F6N3O3", "method": "ωB97M-V/def2-TZVPD", "multiplicity": 1, "smiles": "N#CCCCN(C(=O)N1CCOCC1)c1ccc(C(O)(C(F)(F)F)C(F)(F)F)cc1", "largest_force_ha_per_bohr": 0.0396, "homo_ev": -8.969, "species": ["N", "C", "C", "C", "C", "N", "C", "O", "N", "C", "C", "O", "C", "C", "C", "C", "C", "C", "C", "O", "C", "F", "F", "F", "C", "F", "F", "F", "C", "C", "H", "H", "H", "H", "H", "H", "H", "H", "H", "H", "H", "H", "H", "H", "H", "H", "H", "H", "H"], "coordinates": [[-5.0089, -1.4370, 3.2479], [-3.8813, -1.4748, 3.0986], [-2.4269, -1.5402, 2.9513], [-1.9912, -2.5097, 1.8335], [-0.4603, -2.4905, 1.5968], [0.0553, -1.1376, 1.2329], [0.7957, -0.4454, 2.1906], [0.6538, -0.7694, 3.3504], [1.6104, 0.6736, 1.9142], [2.0302, 1.5960, 3.0000], [3.3669, 1.1311, 3.6414], [4.3341, 0.9514, 2.5703], [3.9139, 0.1249, 1.4843], [2.6001, 0.6073, 0.8551], [-0.3087, -0.5838, -0.0134], [-0.3202, -1.3652, -1.1501], [-0.6021, -0.7895, -2.4060], [-0.9610, 0.5717, -2.5360], [-1.2545, 1.2224, -3.9066], [-1.9983, 2.4708, -3.6543], [-2.2174, 0.3954, -4.8179], [-1.6718, -0.6924, -5.3397], [-2.6556, 1.1579, -5.8562], [-3.3155, 0.0474, -4.0602], [0.0995, 1.5267, -4.6069], [0.7551, 0.4202, -4.9683], [0.9329, 2.2429, -3.7927], [-0.1049, 2.3119, -5.7235], [-0.9786, 1.3418, -1.3248], [-0.6234, 0.7724, -0.1195], [-1.9252, -1.7818, 3.9286], [-2.1466, -0.5575, 2.6273], [-2.4517, -2.1682, 0.8929], [-2.3775, -3.4964, 2.0440], [-0.3243, -3.2254, 0.8037], [-0.0004, -2.9193, 2.4599], [1.2532, 1.6257, 3.7734], [2.1617, 2.6035, 2.6541], [3.7487, 1.8865, 4.3586], [3.2027, 0.1941, 4.1683], [4.7122, 0.0989, 0.7454], [3.7434, -0.8782, 1.8473], [2.2664, -0.0848, 0.0694], [2.7279, 1.6010, 0.4061], [-0.1103, -2.4227, -1.1704], [-0.6251, -1.4762, -3.2425], [-2.4126, 2.8340, -4.4759], [-1.2158, 2.4178, -1.3236], [-0.5936, 1.4188, 0.7422]], "atomic_forces_ev_per_a": [[-1.29, 0.08, 0.06], [1.32, -0.41, 0.20], [0.28, -0.63, 0.28], [0.09, 1.25, -0.27], [-1.36, 0.00, -0.36], [0.53, -0.52, -0.11], [0.12, 1.03, 1.28], [-0.10, -0.39, 0.94], [-0.73, -0.06, -0.72], [-0.03, -1.60, 1.25], [-0.44, 0.12, -1.32], [-0.05, 0.38, 0.37], [-0.49, 0.50, 0.21], [0.30, -0.05, -0.14], [0.43, 0.02, 0.11], [-0.27, 0.53, -1.46], [-0.68, 0.63, 0.48], [0.15, -0.33, 1.00], [-1.19, 1.35, 0.60], [0.91, -0.98, -0.65], [-0.78, 0.35, 0.81], [-0.13, -0.21, 0.13], [0.12, -0.45, 0.65], [1.25, 0.22, -1.15], [0.41, 1.53, -0.36], [-0.31, 0.33, 0.02], [-0.95, -0.70, -0.65], [0.23, -1.00, 1.02], [0.18, 0.03, -1.42], [-0.25, 0.05, -0.27], [-0.56, 0.34, -0.93], [0.51, 0.69, 0.17], [-0.12, -0.17, 0.26], [0.23, -0.44, -0.03], [0.49, 0.34, -0.29], [0.78, 0.39, 0.57], [0.11, -0.17, -0.22], [-0.03, 0.38, -0.79], [-0.01, -0.41, -0.66], [0.04, -0.23, 0.04], [0.16, 0.16, 0.12], [-0.01, -0.62, 0.19], [0.16, 0.16, 0.18], [-0.03, -0.13, 0.05], [0.12, -0.05, 0.36], [0.12, 0.25, -0.18], [0.77, -0.71, 0.71], [0.04, -0.74, -0.28], [-0.03, -0.10, 0.22]], "nbo_charge": [-0.33, 0.29, -0.51, -0.39, -0.20, -0.50, 0.81, -0.65, -0.48, -0.24, -0.08, -0.54, -0.07, -0.24, 0.25, -0.26, -0.18, -0.07, 0.08, -0.70, 0.97, -0.30, -0.32, -0.32, 0.96, -0.30, -0.32, -0.33, -0.15, -0.26, 0.26, 0.24, 0.21, 0.22, 0.20, 0.24, 0.23, 0.20, 0.20, 0.18, 0.20, 0.16, 0.22, 0.20, 0.22, 0.23, 0.50, 0.24, 0.23]}